(1)
This record from the Open Molecules 2025 dataset describes one molecule with the formula C5H9NO. The level of theory is the ωB97M-V functional and the def2-TZVPD basis.

XYZ file:
```
16
Properties=species:S:1:pos:R:3:lowdin_charge:R:1
H 0.03 -2.08 -1.20 0.052
N -0.78 -1.45 -1.21 0.141
C -0.44 -0.26 -0.90 -0.460
C -1.52 0.79 -0.84 -0.044
C 0.96 0.19 -0.52 -0.150
C 1.10 0.38 1.01 -0.151
C 0.31 -0.71 1.67 -0.286
O -0.77 -0.55 2.19 0.059
H -2.40 0.41 -0.33 0.086
H -1.19 1.71 -0.34 0.076
H -1.81 1.06 -1.86 0.084
H 1.20 1.13 -1.02 0.117
H 1.69 -0.55 -0.86 0.111
H 0.71 1.35 1.35 0.117
H 2.15 0.31 1.30 0.115
H 0.75 -1.73 1.57 0.131
```

Output
Molar mass: 99.13 g/mol
Energy above the lowest of the compared OMol25 structures with the same formula, charge and spin: 33.5 kcal per mole
2S+1: 1
Orbital gap: 10.6 eV
Highest occupied orbital energy: -9.8 eV

***

(2)
This record from the Open Molecules 2025 dataset describes one molecule with the formula C5H9NO. The level of theory is the ωB97M-V functional and the def2-TZVPD basis.

XYZ file:
```
16
Properties=species:S:1:pos:R:3:lowdin_charge:R:1
C 2.04 0.21 -0.25 -0.021
C 0.64 -0.36 -0.25 -0.480
C 0.30 -1.29 0.89 -0.020
C -2.18 1.17 0.31 -0.028
N -1.65 0.64 -0.79 -0.028
C -0.35 0.35 -1.02 -0.240
O 0.16 -0.83 -1.55 0.030
H 2.80 -0.57 -0.36 0.086
H 2.22 0.73 0.70 0.087
H 2.14 0.93 -1.07 0.085
H 0.40 -0.77 1.86 0.085
H 0.98 -2.14 0.90 0.088
H -0.72 -1.66 0.80 0.087
H -1.59 1.10 1.22 0.059
H -2.98 1.88 0.23 0.051
H -2.23 0.63 -1.62 0.159
```

Output
Molar mass: 99.13 g/mol
Energy above the lowest of the compared OMol25 structures with the same formula, charge and spin: 105.0 kcal per mole
2S+1: 1
Orbital gap (spin up / spin down): 7.7 / 8.0 eV
Highest occupied orbital energy (spin up / spin down): -7.0 / -7.2 eV

***

(3)
This record from the Open Molecules 2025 dataset describes one molecule with the formula C5H9NO. The level of theory is the ωB97M-V functional and the def2-TZVPD basis.

XYZ file:
```
16
Properties=species:S:1:pos:R:3:lowdin_charge:R:1
C 2.20 -0.29 0.22 -0.061
C 1.02 0.51 -0.32 -0.236
C -0.10 -0.26 -1.07 -0.097
N -1.03 0.25 -0.07 -0.093
C -2.36 -0.17 0.32 -0.032
C -0.07 0.84 0.71 -0.449
O -0.12 1.34 1.80 0.083
H 1.85 -1.18 0.75 0.086
H 2.77 0.32 0.93 0.083
H 2.87 -0.60 -0.58 0.077
H 1.36 1.40 -0.86 0.143
H -0.31 0.06 -2.09 0.114
H 0.02 -1.35 -1.03 0.120
H -2.40 -0.21 1.41 0.092
H -3.13 0.52 -0.04 0.084
H -2.57 -1.17 -0.08 0.087
```

Output
Molar mass: 99.13 g/mol
Energy above the lowest of the compared OMol25 structures with the same formula, charge and spin: 21.7 kcal per mole
2S+1: 1
Orbital gap: 10.3 eV
Highest occupied orbital energy: -9.4 eV

***

(4)
This record from the Open Molecules 2025 dataset describes one molecule with the formula C5H9NO. The level of theory is the ωB97M-V functional and the def2-TZVPD basis.

XYZ file:
```
16
Properties=species:S:1:pos:R:3:lowdin_charge:R:1
C 1.77 -0.96 0.18 -0.050
C 1.08 -0.35 1.36 -0.107
N 0.46 0.78 1.36 0.120
C -0.33 1.23 0.09 -0.523
O -0.16 2.37 -0.33 -0.009
C -1.07 0.13 -0.26 -0.168
C -1.85 0.11 -1.53 -0.115
H 1.74 -0.33 -0.71 0.094
H 1.39 -1.95 -0.08 0.090
H 2.82 -1.09 0.49 0.084
H 1.21 -0.85 2.33 0.134
H 0.30 1.28 2.23 0.157
H -1.23 -0.66 0.47 0.084
H -1.43 0.85 -2.23 0.074
H -2.91 0.34 -1.38 0.069
H -1.78 -0.88 -2.00 0.066
```

Output
Molar mass: 99.13 g/mol
Energy above the lowest of the compared OMol25 structures with the same formula, charge and spin: 68.7 kcal per mole
2S+1: 1
Orbital gap (spin up / spin down): 6.9 / 6.9 eV
Highest occupied orbital energy (spin up / spin down): -7.1 / -7.0 eV